{"formula": "C36H36N4OPSSeSn", "method": "ωB97M-V with the def2-TZVPD basis set", "total_charge": -1, "lumo_energy_ha": 0.085, "homo_lumo_gap_ev": 5.922, "species": ["Sn", "C", "C", "C", "C", "C", "O", "C", "N", "C", "C", "C", "C", "C", "C", "P", "C", "C", "C", "C", "C", "C", "C", "C", "C", "C", "C", "C", "H", "H", "H", "H", "H", "H", "H", "H", "H", "H", "H", "H", "H", "H", "H", "H", "H", "H", "H", "H", "H", "H", "H", "H", "S", "C", "C", "N", "C", "H", "H", "H", "Se", "C", "N", "C", "C", "C", "C", "C", "C", "C", "C", "N", "H", "H", "H", "H", "H", "H", "H", "H", "H"], "xyz": [[1.0962, 0.5899, 0.3977], [-1.4054, 3.2701, -1.1856], [-2.5712, 3.0885, -0.2221], [-3.8267, 2.6509, -0.9723], [-2.2039, 2.0985, 0.8878], [-3.2322, 2.0041, 2.0271], [-3.5868, 0.6123, 2.0757], [-2.8972, 0.0153, 1.0625], [-2.1272, 0.7306, 0.3600], [-3.2227, -1.4150, 0.8809], [-4.5489, -1.7765, 1.1325], [-4.9756, -3.0781, 0.9583], [-4.0672, -4.0436, 0.5467], [-2.7511, -3.6914, 0.3145], [-2.2983, -2.3781, 0.4676], [-0.4928, -2.0540, 0.2056], [-0.2274, -3.1927, -1.2018], [0.7682, -4.1604, -1.2454], [0.9622, -4.9174, -2.3934], [0.1573, -4.7254, -3.5046], [-0.8439, -3.7628, -3.4673], [-1.0249, -2.9956, -2.3295], [0.1924, -2.9131, 1.6667], [1.5774, -3.0713, 1.7499], [2.1610, -3.5734, 2.9000], [1.3784, -3.9053, 3.9969], [0.0065, -3.7382, 3.9288], [-0.5847, -3.2501, 2.7708], [-1.6554, 3.9906, -1.9665], [-1.1436, 2.3217, -1.6583], [-0.5165, 3.6283, -0.6645], [-2.7765, 4.0495, 0.2677], [-3.6331, 1.7270, -1.5197], [-4.1331, 3.4151, -1.6877], [-4.6689, 2.4630, -0.3036], [-1.2192, 2.3587, 1.2885], [-4.1405, 2.5781, 1.8281], [-2.8296, 2.2870, 2.9981], [-5.2399, -1.0155, 1.4674], [-6.0088, -3.3375, 1.1480], [-4.3793, -5.0721, 0.4173], [-2.0454, -4.4551, 0.0138], [1.4048, -4.3261, -0.3876], [1.7543, -5.6546, -2.4154], [0.3147, -5.3144, -4.3994], [-1.4755, -3.5961, -4.3313], [-1.7988, -2.2359, -2.3150], [2.2036, -2.7613, 0.9234], [3.2384, -3.6661, 2.9500], [1.8414, -4.2567, 4.9098], [-0.6125, -3.9656, 4.7876], [-1.6580, -3.1137, 2.7522], [0.5068, -0.9498, -5.1249], [-1.0557, -0.2659, -4.9768], [-1.1851, 0.3057, -3.7512], [-0.0857, 0.2232, -2.9410], [0.8735, -0.4123, -3.5365], [-1.7812, -0.3123, -5.7703], [-2.0673, 0.8100, -3.3859], [1.8244, -0.6254, -3.0719], [5.1288, -1.9410, -1.9822], [3.5219, -1.5500, -1.2683], [2.4814, -1.3004, -0.8046], [-0.9360, 0.1730, 4.2522], [0.4940, -0.1490, 4.5643], [0.8897, -0.4836, 5.8477], [2.2138, -0.7793, 6.1464], [3.1522, -0.7239, 5.1235], [2.7989, -0.3950, 3.8252], [3.8297, -0.3224, 2.7431], [1.4430, -0.1013, 3.5083], [1.0558, 0.2085, 2.2585], [-1.5953, -0.0922, 5.0809], [-1.2577, -0.3581, 3.3551], [-1.0610, 1.2406, 4.0399], [0.1388, -0.5200, 6.6318], [2.5088, -1.0444, 7.1538], [4.1936, -0.9459, 5.3384], [4.8152, -0.5995, 3.1192], [3.8902, 0.6893, 2.3284], [3.5818, -0.9753, 1.9023]], "forces_ev_per_angstrom": [[-0.002, -0.067, -0.175], [0.017, 0.004, -0.007], [-0.062, 0.034, 0.011], [0.006, -0.024, -0.004], [0.050, -0.005, -0.010], [-0.039, 0.034, 0.011], [-0.052, 0.001, -0.024], [0.024, 0.075, 0.003], [-0.009, -0.088, 0.044], [0.019, -0.022, -0.018], [-0.025, -0.011, 0.019], [0.011, 0.003, 0.000], [-0.026, -0.001, 0.008], [-0.013, -0.018, 0.009], [0.007, -0.061, -0.034], [-0.036, 0.056, 0.040], [0.006, 0.003, 0.000], [0.029, -0.001, -0.007], [0.000, -0.010, -0.008], [-0.008, -0.011, -0.020], [-0.011, -0.002, -0.003], [-0.021, -0.017, -0.046], [-0.026, -0.020, -0.037], [0.041, 0.019, 0.028], [0.017, 0.008, 0.018], [0.015, 0.019, 0.012], [-0.012, -0.007, 0.014], [-0.018, -0.002, 0.055], [-0.012, 0.015, -0.029], [0.024, -0.011, 0.027], [0.021, 0.015, 0.002], [0.016, -0.017, 0.013], [0.018, -0.009, -0.007], [0.000, 0.022, -0.017], [-0.030, 0.015, 0.023], [-0.011, 0.041, -0.013], [0.020, 0.016, 0.023], [0.008, -0.015, -0.019], [-0.003, 0.000, -0.002], [-0.018, -0.016, 0.004], [-0.008, -0.009, -0.002], [-0.002, 0.002, 0.001], [-0.007, -0.010, -0.024], [0.011, -0.011, -0.004], [-0.003, -0.004, -0.005], [0.005, -0.004, -0.003], [0.007, 0.016, -0.007], [-0.003, 0.013, 0.037], [0.015, -0.007, 0.006], [0.002, -0.004, 0.010], [-0.007, -0.005, 0.011], [-0.005, 0.009, -0.004], [-0.005, 0.060, -0.028], [0.006, -0.024, 0.016], [-0.002, -0.005, -0.079], [-0.032, 0.013, 0.066], [0.026, -0.037, 0.029], [-0.024, -0.013, -0.028], [-0.053, 0.009, -0.005], [0.069, -0.023, 0.002], [-0.185, 0.012, 0.010], [0.370, -0.063, -0.077], [-0.158, 0.134, 0.120], [0.006, -0.013, 0.004], [-0.028, -0.001, 0.008], [-0.022, -0.028, 0.023], [0.008, -0.017, 0.029], [0.025, -0.017, 0.023], [-0.022, 0.023, 0.003], [0.013, -0.008, -0.033], [0.023, -0.190, -0.055], [0.053, 0.301, 0.076], [-0.004, 0.002, 0.023], [-0.030, -0.032, -0.018], [0.025, 0.003, -0.031], [-0.007, -0.004, 0.015], [0.004, -0.004, 0.020], [0.008, -0.002, 0.000], [0.021, -0.003, 0.009], [0.000, 0.013, -0.011], [-0.004, -0.019, -0.012]], "mulliken_charge": [0.19, -1.23, 0.21, -1.44, 0.19, -0.86, -0.46, 0.14, -0.24, 0.46, -1.09, -0.73, -0.82, 0.19, -0.21, 1.49, 0.20, -0.32, -0.66, -0.63, -0.75, -0.28, 1.00, 0.26, -1.20, -0.63, -0.85, -0.59, 0.49, 0.08, 0.33, 0.32, 0.14, 0.47, 0.38, 0.65, 0.42, 0.34, 0.51, 0.39, 0.45, 0.49, 0.35, 0.43, 0.36, 0.46, 0.41, 0.02, 0.37, 0.36, 0.39, 0.18, -0.21, -0.34, -0.45, 0.02, -0.05, 0.46, 0.19, 0.29, -0.29, -0.22, -0.29, -1.01, 1.27, -0.70, -0.85, -0.78, 1.29, -1.14, -0.06, -0.30, 0.34, -0.16, 0.22, 0.33, 0.35, 0.33, 0.40, 0.23, 0.00]}